# CH2OS2

A single CH2OS2 molecule at a distorted geometry (wB97M-V/def2-TZVPD, the OMol25 dataset).

The geometry in XYZ format:
```
6
Properties=species:S:1:pos:R:3:forces:R:3
S -0.742 1.336 0.457 0.045 0.849 -0.092
S 0.872 -0.685 -1.092 0.650 1.112 -0.656
O -0.331 -1.044 1.152 -0.631 -0.752 1.401
C -0.085 -0.115 0.258 -0.117 0.014 -0.546
H 1.167 0.584 -1.586 -0.389 -1.196 0.412
H -0.089 -1.959 0.985 0.443 -0.027 -0.519
```
Forces are in eV/Å.

Its SMILES is OC(=S)S. Its frontier orbital gap is 0.3379 hartree. The HOMO energy is -8.915 eV. The spin multiplicity is 1.